(1)
Density functional theory data (the ωB97M-V functional and the def2-TZVPD basis) for C4H12N2O2 as an isolated structure at a distorted geometry.

```
20
Properties=species:S:1:pos:R:3:forces:R:3:mulliken_charge:R:1
C -1.407508 -2.744624 1.191777 0.9973 1.7303 -1.0282 -1.389
C -0.581637 -1.774360 0.252786 -0.6370 -1.1540 0.3614 0.163
C -1.252624 -1.616127 -1.146805 0.7846 -0.4840 1.2645 -1.324
N -0.457890 -0.436588 0.958281 0.5363 -2.1610 0.1361 -0.694
H -1.054146 -2.589187 2.212018 -0.2222 -0.2439 0.0983 0.373
H -2.406339 -2.338563 1.049960 -0.5093 -0.7058 0.4758 0.397
H -1.275042 -3.785336 0.901466 -0.3372 0.1056 -0.0474 0.388
H 0.415283 -2.228508 0.146896 -0.1449 0.6459 -0.1041 0.320
H -2.052372 -0.882311 -1.121834 0.0395 0.2734 -0.0495 0.326
H -1.701893 -2.566477 -1.449845 0.2280 0.0677 0.0053 0.405
H -0.443857 -1.341973 -1.809238 -0.2751 0.3037 -0.5425 0.386
H 0.140300 -0.623740 1.778065 -0.1230 0.3796 -0.4699 0.287
H 0.223677 0.360657 0.087156 1.2218 -1.8061 -2.0109 0.840
H -1.370756 -0.289069 1.363017 -0.4457 0.5333 -0.0409 0.393
N 0.259699 2.133957 0.551429 0.5348 2.1698 0.0711 -0.286
C 1.164760 1.792572 -0.509054 0.0822 3.2328 0.9773 0.344
O 1.033029 0.573538 -0.823510 -1.4089 -1.9843 1.1213 -0.602
O 1.915111 2.651288 -0.957174 -0.7320 -1.0389 0.2542 -0.637
H 0.187330 3.119545 0.763852 0.1738 -0.2798 -0.0685 0.164
H -0.397915 1.539997 1.023763 0.2371 0.4157 -0.4033 0.147
```
Positions in Å, forces in eV/Å.

HOMO-LUMO gap = 9.719 eV
HOMO = -9.371 eV
E_tot = -11417.358 eV
energy above the lowest of the compared OMol25 structures with the same formula, charge and spin = 42.9 kcal per mole
LUMO = 0.3 eV
strongest force on any atom = 0.0657 hartree/bohr
total charge = 0


(2)
Density functional theory data (the ωB97M-V functional and the def2-TZVPD basis) for C33H53AsBrN3NaO8P2Se as an isolated structure at a distorted geometry.

```
103
Properties=species:S:1:pos:R:3:forces:R:3:mulliken_charge:R:1
Na -0.356673 -0.836276 0.369235 -0.7226 -1.0949 0.9670 1.007
O 1.985673 -3.426453 2.125391 0.0610 0.0427 0.0578 -0.662
C 2.541878 -2.812342 3.186030 -0.1821 -0.1598 -0.2564 0.177
C 3.511350 -3.536728 3.877170 0.1305 -0.0013 0.1081 -0.551
C 4.159378 -2.986669 4.972587 -0.0469 -0.0134 -0.0277 -0.305
C 3.845891 -1.702896 5.402145 -0.0662 -0.0197 -0.1380 -0.933
C 2.859564 -0.999919 4.717701 0.0756 -0.0301 0.0187 -0.452
C 2.191490 -1.529429 3.619572 0.1362 0.1058 0.1862 0.917
C 1.110910 -0.708256 2.932504 -0.2482 0.1064 -0.0553 -0.626
O 1.234971 -0.549652 1.613846 0.8402 -0.1191 0.6989 -0.168
N -0.188298 -1.394081 3.309411 0.0440 -0.0236 -0.2398 0.061
N -1.302267 -1.124790 2.638818 0.3468 -0.0090 0.2120 -0.132
C -2.431194 -1.465363 3.128955 -0.3315 0.0034 -0.2571 -0.856
C -3.697387 -1.307358 2.396795 0.6421 0.0835 0.1040 0.873
Br -3.539012 -0.636320 0.644020 -0.0501 0.0084 -0.0947 -0.021
C -4.851724 -1.671474 2.948487 -0.4820 -0.1645 0.2221 -0.929
C -6.238289 -1.673646 2.445719 0.2279 -0.0313 0.0090 0.708
C -7.097135 -2.671232 2.914832 -0.0689 -0.0415 0.0184 -0.490
C -8.409616 -2.759857 2.477220 0.0543 0.0563 -0.0081 -0.525
C -8.900650 -1.835736 1.563510 0.0561 -0.0098 0.0167 -0.392
C -8.067920 -0.820212 1.113318 0.0277 -0.0234 0.0242 -0.612
C -6.753047 -0.735550 1.550630 -0.0426 0.1045 -0.0298 -0.376
H 1.370926 -2.850479 1.634655 0.0565 0.0568 0.0406 0.046
H 3.738144 -4.537413 3.529747 0.0032 0.0258 0.0003 0.471
H 4.910630 -3.568888 5.494062 0.0017 0.0154 -0.0173 0.374
H 4.358211 -1.259327 6.246143 -0.0219 -0.0008 0.0171 0.393
H 2.591553 0.003082 5.038470 -0.0008 -0.0104 0.0042 0.354
H 1.102626 0.260782 3.482247 -0.0745 0.1279 0.0248 -0.345
H -0.266983 -1.770988 4.248881 -0.0457 0.0426 0.0089 0.458
H -2.503817 -1.935944 4.111486 -0.0414 -0.0370 0.0266 0.189
H -4.734932 -2.114782 3.935327 -0.0712 0.0104 0.0018 0.278
H -6.717641 -3.396364 3.625929 -0.0027 -0.0025 -0.0260 0.339
H -9.047156 -3.553072 2.847597 0.0057 0.0024 -0.0072 0.356
H -9.921397 -1.905451 1.208596 0.0050 0.0101 0.0141 0.361
H -8.442048 -0.084391 0.411730 -0.0027 -0.0013 0.0146 0.359
H -6.126737 0.075671 1.206489 -0.0213 -0.0632 -0.0111 0.429
C 0.400225 2.956233 2.727108 -0.0680 0.0812 0.0834 -1.762
C 1.502940 2.549506 1.779456 -0.0659 -0.1526 -0.2485 2.801
C 2.805015 3.268320 2.023020 0.0930 0.0757 0.0647 -1.724
O 1.103365 2.920013 0.401321 0.2296 0.0581 0.2637 0.468
P 0.106868 2.051768 -0.449205 -0.2672 -0.1645 0.1272 -0.962
O -0.897049 1.252864 0.274665 0.1752 1.0170 -0.2626 -0.654
C 1.112224 1.011587 -1.538567 -0.2954 -0.0619 0.0463 1.524
P 0.039975 -0.095974 -2.496208 -0.0818 -0.2262 0.3236 0.443
O -0.773960 -0.941714 -1.608353 0.0739 0.2238 -1.5255 -0.576
O 0.965829 -0.934472 -3.441721 0.3356 -0.0254 -0.1864 -0.090
C 1.517008 -0.640677 -4.749417 -0.0945 -0.0085 0.2087 0.482
C 0.464206 -0.874967 -5.810900 -0.0588 0.0352 -0.0895 -1.444
C 2.145058 0.738404 -4.808577 -0.0142 0.0818 -0.0243 -0.979
O -0.795990 0.847882 -3.452659 -0.2923 0.1054 -0.1851 0.013
C -2.251481 0.968798 -3.267373 0.2475 -0.0522 0.0982 1.185
C -2.942073 -0.266069 -3.802897 -0.0671 -0.0319 -0.0671 -1.621
C -2.642841 2.237482 -3.980381 -0.0846 0.0964 -0.0952 -1.194
O -0.569836 3.126255 -1.394081 -0.1328 0.2508 -0.1459 0.108
C -0.156543 4.469202 -1.742591 0.0233 -0.2444 -0.0350 0.658
C 1.232950 4.470621 -2.350375 0.0848 0.0531 0.0239 -1.117
C -0.321750 5.421793 -0.576674 0.0460 0.0581 0.0780 -1.478
H 0.700484 2.708441 3.747020 -0.0173 0.0285 0.0031 0.437
H -0.525199 2.423890 2.504506 0.0709 -0.0141 -0.0237 0.267
H 0.220140 4.034549 2.667175 0.0068 -0.0304 0.0145 0.411
H 1.638533 1.462305 1.789884 -0.0323 0.0115 -0.0308 -1.389
H 2.671715 4.351586 1.946582 -0.0044 -0.0307 0.0125 0.347
H 3.567386 2.958042 1.307395 -0.0261 -0.0032 0.0072 0.373
H 3.164625 3.033769 3.026737 0.0042 0.0034 -0.0217 0.388
H 1.726106 0.368144 -0.893430 0.0101 0.0682 -0.0408 -1.897
H 1.746543 1.626810 -2.175763 0.0446 -0.0467 0.0239 0.731
H 2.300995 -1.389533 -4.851091 0.0314 -0.0529 -0.0140 0.393
H -0.303531 -0.101285 -5.772921 0.0257 -0.0172 -0.0056 0.148
H -0.008484 -1.846447 -5.665177 0.0310 0.0179 0.0089 0.332
H 0.933149 -0.858550 -6.797077 -0.0214 0.0018 0.0058 0.522
H 1.400035 1.519724 -4.638737 -0.0070 -0.0460 -0.0180 0.089
H 2.573063 0.895373 -5.800075 0.0202 -0.0136 0.0108 0.545
H 2.945116 0.838968 -4.073060 -0.0135 -0.0236 -0.0066 0.141
H -2.434262 1.066589 -2.195701 0.0248 -0.0144 0.0251 -0.205
H -2.767064 -0.367177 -4.877486 -0.0065 0.0134 0.0212 0.319
H -4.017595 -0.176137 -3.635044 0.0098 0.0019 -0.0236 0.456
H -2.597181 -1.166540 -3.295614 0.0183 0.0507 0.0241 0.369
H -2.411281 2.161066 -5.045802 -0.0119 -0.0006 0.0227 0.310
H -2.113330 3.093914 -3.563752 -0.0076 -0.0412 0.0091 -0.027
H -3.716308 2.403037 -3.871140 0.0235 0.0063 -0.0076 0.396
H -0.875210 4.747777 -2.513566 -0.0433 -0.0089 -0.0577 0.444
H 1.977287 4.154397 -1.617542 -0.0179 0.0169 -0.0073 0.148
H 1.489941 5.478913 -2.680877 -0.0162 -0.0139 -0.0063 0.544
H 1.277191 3.805993 -3.215526 -0.0225 0.0122 0.0195 0.103
H 0.442478 5.259590 0.182036 -0.0156 0.0007 -0.0337 0.151
H -1.302261 5.291230 -0.117572 0.0091 -0.0016 -0.0276 0.338
H -0.243967 6.447590 -0.943530 -0.0011 -0.0029 0.0222 0.525
Se -0.603484 -3.825969 -0.503631 0.0650 -0.2661 0.1587 -0.236
C -0.473332 -5.444628 0.377669 -0.0023 0.2401 -0.0515 0.143
N -0.399088 -6.471547 0.913495 -0.0170 0.0633 -0.0419 -0.761
C 4.982607 -2.584955 0.569451 -0.0012 -0.0152 0.0368 -1.435
As 3.598228 -1.643180 -0.445039 -0.1907 -0.0301 -0.1897 0.941
C 4.375305 0.169983 -0.264238 0.0089 0.0295 0.0768 -0.843
C 4.366110 -2.030381 -2.222331 0.0567 -0.0209 -0.0010 -0.885
H 5.960847 -2.408869 0.117641 0.0104 -0.0209 0.0454 0.442
H 4.754075 -3.650299 0.573785 0.0110 0.0097 -0.0019 0.400
H 4.979369 -2.231784 1.599993 -0.0131 -0.0006 0.0228 0.343
H 4.481932 0.639538 -1.244414 -0.0386 0.0090 0.0107 0.365
H 5.355915 0.118987 0.211826 0.0118 0.0213 -0.0470 0.482
H 3.714547 0.775593 0.357960 0.0336 -0.0169 0.0075 -0.199
H 5.364478 -1.602999 -2.340346 0.0010 -0.0321 -0.0015 0.363
H 3.702191 -1.637285 -2.993662 0.0254 0.0243 0.0152 -0.126
H 4.417812 -3.113305 -2.343811 -0.0040 0.0193 -0.0250 0.439
```
Positions in Å, forces in eV/Å.

HOMO-LUMO gap = 5.439 eV
HOMO = -3.604 eV
E_tot = -275160.368 eV
LUMO = 1.8 eV
strongest force on any atom = 0.0317 hartree/bohr
total charge = -1


(3)
Density functional theory data (the ωB97M-V functional and the def2-TZVPD basis) for an isolated ion of composition C4H8NO2 and charge -1 at a distorted geometry.

```
15
Properties=species:S:1:pos:R:3:forces:R:3:mulliken_charge:R:1
N -0.171223 -2.597543 -0.534918 0.8390 1.3542 -0.2486 -0.728
C -0.444389 -1.370965 0.266085 -0.9918 -0.0140 1.1583 -0.528
C 0.257047 -0.105532 -0.165384 0.6585 -0.0047 -1.6338 -0.257
C -0.233198 1.195767 0.452336 -0.7556 -1.5248 0.3292 -0.560
C 0.431553 2.491931 0.044384 0.0202 1.6227 -0.1024 0.417
O -0.316215 3.497330 0.191016 0.1004 -0.2735 0.0268 -0.756
O 1.608065 2.499067 -0.372573 0.1602 -0.6271 -0.0061 -0.735
H -0.076715 -2.190048 -1.477031 -0.4397 -0.5307 0.0621 0.293
H 0.817727 -2.774380 -0.361385 0.0066 -0.4250 0.2051 0.289
H -0.298907 -1.559812 1.341697 0.3450 -0.2530 -0.2426 0.351
H -1.523412 -1.177499 0.233997 -0.0230 -0.0683 -0.2862 0.313
H 1.350483 -0.175217 -0.120990 -0.0338 -0.0581 0.4339 0.281
H 0.094231 -0.093691 -1.264940 -0.0463 0.4170 0.2314 0.210
H -1.297904 1.303371 0.227137 -0.0060 0.0391 0.0130 0.214
H -0.197143 1.057222 1.540570 0.1663 0.3464 0.0598 0.196
```
Positions in Å, forces in eV/Å.

HOMO-LUMO gap = 7.766 eV
HOMO = -3.861 eV
E_tot = -9864.192 eV
energy above the lowest of the compared OMol25 structures with the same formula, charge and spin = 13.7 kcal per mole
LUMO = 3.9 eV
strongest force on any atom = 0.0343 hartree/bohr
structure (SMILES) = NCCCC(=O)[O-]
total charge = -1


(4)
Density functional theory data (the ωB97M-V functional and the def2-TZVPD basis) for one molecule with the formula CH4P2 at a distorted geometry.

```
7
Properties=species:S:1:pos:R:3:forces:R:3:mulliken_charge:R:1
H 0.378056 2.417971 -0.685164 1.2867 1.7600 0.4518 -0.014
P -0.685031 1.645850 -0.913621 -1.4580 -1.5344 -0.3016 -0.044
C 0.105433 0.333904 -0.227647 2.4078 2.5354 0.8188 -0.107
P -0.005208 -1.359048 -0.528368 1.8980 -2.5211 1.6569 -0.121
H 1.146799 0.654325 0.220433 -2.0295 -1.0334 -0.8509 0.206
H 0.247746 -1.949654 0.865667 -0.0234 0.8571 -1.6629 0.051
H -1.298809 -1.658831 -0.375094 -2.0816 -0.0636 -0.1121 0.029
```
Positions in Å, forces in eV/Å.

HOMO-LUMO gap = 8.645 eV
HOMO = -8.778 eV
E_tot = -19676.781 eV
energy above the lowest of the compared OMol25 structures with the same formula, charge and spin = 24.2 kcal per mole
LUMO = -0.1 eV
strongest force on any atom = 0.0698 hartree/bohr
structure (SMILES) = [H]/P=C/P
total charge = 0


(5)
Density functional theory data (the ωB97M-V functional and the def2-TZVPD basis) for a 2-piece molecular cluster, C2H3ClN2O2 overall at a distorted geometry.

```
10
Properties=species:S:1:pos:R:3:forces:R:3:mulliken_charge:R:1
C 2.376345 2.672914 -0.396994 -2.2238 3.0365 5.6232 0.736
C 0.385369 0.578106 1.355937 0.8884 -0.3087 -1.0968 -0.382
N 0.480310 0.552810 0.028744 -0.0894 -1.0198 1.3255 0.189
N 0.233420 1.389075 -0.932551 -1.6552 0.5146 -0.3863 -0.552
O 2.727255 2.242986 -1.346293 2.9709 -2.8243 -6.2809 -0.289
O 1.997233 3.160052 0.585716 0.2483 0.1359 0.6127 -0.418
Cl -0.766884 2.743690 -0.383740 0.4588 -0.7510 -0.0510 -0.127
H 0.989754 -0.139544 1.890720 -0.4244 -0.4988 -0.2330 0.261
H 0.122533 1.457929 1.894766 -0.4218 0.5769 -0.2436 0.306
H 0.730934 -0.364289 -0.417225 0.2481 1.1387 0.7302 0.276
```
Positions in Å, forces in eV/Å.

HOMO-LUMO gap (alpha / beta) = 8.770 / 8.770 eV
HOMO (alpha / beta) = -8.457 / -8.458 eV
E_tot = -21717.362 eV
energy above the lowest of the compared OMol25 structures with the same formula, charge and spin = 53.5 kcal per mole
LUMO (alpha / beta) = 0.3 / 0.3 eV
strongest force on any atom = 0.1459 hartree/bohr
total charge = 0


(6)
Density functional theory data (the ωB97M-V functional and the def2-TZVPD basis) for C14H31BNO4Sn as an isolated structure at a distorted geometry.

```
52
Properties=species:S:1:pos:R:3:forces:R:3:mulliken_charge:R:1
C -2.126539 3.763705 -0.326770 -0.0018 -0.1484 0.0664 -1.414
C -1.980025 2.740796 -1.443383 0.0453 -0.0372 -0.0893 -0.139
C -0.552884 2.200902 -1.527779 -0.0313 0.0461 -0.0601 -1.131
C -0.318623 0.912466 -2.320237 -0.3034 -0.0331 -0.0094 0.519
C -1.187650 0.860280 -3.578773 0.2765 -0.0650 -0.0140 -2.052
C -0.384744 -0.373222 -1.474250 0.1650 0.0728 0.1267 0.783
C -0.176224 -1.576669 -2.384995 0.0009 -0.1723 -0.0791 -1.122
C -0.045563 -2.957611 -1.747524 -0.0733 0.1399 -0.0349 -1.093
C -1.623418 -0.532136 -0.581984 -0.4058 0.1347 -0.2545 -0.953
O -1.180585 -1.215234 0.572789 0.2873 -0.2655 0.5608 -0.503
B 0.139882 -0.620560 0.796405 0.0976 0.3153 -0.3050 1.203
C -0.034478 0.635745 1.878170 0.2734 -0.5672 0.5695 0.031
C -0.796329 0.234304 3.124880 -0.2223 1.6933 -0.8218 -0.213
O -2.146729 0.576281 3.078248 0.1621 -0.3699 0.6319 -0.564
C 1.122168 -1.794328 1.469034 0.9253 0.5395 0.7428 -0.279
C 2.376207 -1.451974 2.281743 -0.1738 -0.7875 -0.1730 0.127
O 1.915137 -0.857756 3.541769 -0.3906 -0.5109 0.1915 -0.602
C 3.363679 -0.644837 1.472095 -0.1324 0.3098 -0.0541 -0.812
N 3.720021 -1.450902 0.319995 0.0395 -0.1521 0.1247 -0.459
O 0.674443 -0.280649 -0.497846 -0.0067 0.1044 0.1421 -1.013
H -1.209380 4.333997 -0.212189 0.1187 0.2059 -0.0109 0.303
H -2.939440 4.456337 -0.509725 -0.1551 0.1273 -0.0248 0.432
H -2.327527 3.276354 0.625022 0.0362 -0.0721 0.1837 0.270
H -2.690156 1.931926 -1.304095 -0.2358 -0.0676 -0.0025 0.340
H -2.244185 3.203444 -2.389280 -0.0365 0.0497 -0.1902 0.420
H -0.144587 2.082936 -0.527328 0.1142 -0.0289 0.1511 0.002
H 0.040851 2.980189 -2.003082 0.1707 0.1516 0.0319 0.601
H 0.717317 0.937549 -2.651779 0.2185 0.0062 -0.0160 0.535
H -0.716721 0.256447 -4.346351 -0.0061 -0.1822 -0.1182 0.472
H -2.171857 0.443734 -3.388031 -0.2520 0.0690 0.0326 0.360
H -1.296658 1.853702 -3.999035 -0.1208 0.1785 -0.0524 0.428
H -1.026459 -1.608035 -3.059246 -0.0645 0.0315 -0.2489 0.465
H 0.699018 -1.378756 -2.999507 0.1733 0.0967 -0.0607 0.501
H -1.000563 -3.469816 -1.706384 -0.1841 -0.0895 0.0675 0.319
H 0.330929 -2.900984 -0.740367 0.1339 -0.0077 0.2014 -0.136
H 0.634912 -3.575719 -2.322069 0.0653 -0.1448 -0.1239 0.412
H -2.011230 0.443869 -0.297921 -0.0295 0.1613 0.1032 0.382
H -2.442522 -1.075161 -1.045412 -0.0116 -0.2031 -0.1380 0.358
H 0.904226 1.096024 2.184119 0.1145 0.0834 -0.1421 0.735
H -0.631518 1.402723 1.398367 -0.2083 0.0823 -0.0674 -0.252
H -0.370613 0.619306 4.050270 0.0307 0.0060 0.2119 0.417
H -0.750750 -0.920007 3.251157 -0.6428 0.2578 -0.2689 -0.043
H -2.685855 -0.180166 2.839086 -0.1837 -0.0214 -0.4434 0.398
H 0.284978 -2.098231 2.176227 -0.2022 -0.7435 -1.1656 -0.203
H 1.400226 -2.554357 0.754529 -0.4413 -0.5180 0.0771 0.400
H 2.904161 -2.360708 2.604912 -0.0749 0.0500 -0.1170 0.442
H 2.317633 -0.010292 3.762861 -0.0170 0.0731 0.0622 0.366
H 4.225196 -0.385393 2.089736 0.0465 0.1826 0.1775 0.411
H 2.864467 0.258862 1.133875 0.0390 0.2158 -0.0763 0.343
H 4.556379 -1.989835 0.489766 0.0923 -0.0153 -0.0574 0.233
H 3.863475 -0.882155 -0.498577 -0.0810 0.0264 -0.1404 0.234
Sn 0.158507 -2.356381 3.988864 1.0619 -0.2081 0.9039 0.745
```
Positions in Å, forces in eV/Å.

HOMO-LUMO gap = 5.572 eV
HOMO = -11.323 eV
E_tot = -31200.073 eV
LUMO = -5.8 eV
strongest force on any atom = 0.0369 hartree/bohr
total charge = +1